This record from OMol25 describes the molecule C6H10. The level of theory is the ωB97M-V functional and the def2-TZVPD basis.

Last column: natural (NBO) charge in e.
Cartesian coordinates (Å):
1 H 0.280 -0.797 -1.702  0.22
2 H -1.382 -1.366 1.700  0.21
3 C -1.176 -1.406 0.624  -0.59
4 H -0.408 -2.169 0.452  0.21
5 H -1.459 -0.478 -1.895  0.20
6 H -0.265 0.857 -1.867  0.25
7 C 0.421 0.447 0.918  0.09
8 C 1.958 1.405 -0.721  -0.14
9 H 0.221 0.297 1.984  0.19
10 C -0.718 -0.043 0.073  -0.30
11 C 1.602 1.061 0.624  -0.44
12 H 2.215 1.317 1.497  0.18
13 H -1.532 0.672 0.290  0.23
14 H 2.864 2.044 -0.652  0.10
15 C -0.531 -0.110 -1.441  -0.61
16 H -2.090 -1.730 0.116  0.22

Its net charge is 0. The value obtained for the orbital gap (spin up / spin down) is 7.4 / 7.4 eV. As for the total energy: -6379.8534 eV. Its spin multiplicity is 1. As for the HOMO energy (spin up / spin down): -8.1 / -8.1 eV.